A molecular structure, C24H38N6OSb2Ti. Source: the OMol25 dataset; level of theory: ωB97M-V with the def2-TZVPD basis set.

Geometry (Å):
Ti 0.326 -0.210 0.359
C 1.167 -1.219 4.816
Sb -0.171 -0.462 3.287
C -1.851 -1.724 3.772
C 0.631 -1.962 1.767
C -0.829 -3.818 0.643
C -2.297 -3.978 0.794
C -3.112 -4.364 -0.219
C -2.587 -4.577 -1.509
C -1.251 -4.319 -1.771
C -0.350 -3.970 -0.778
C 1.050 -3.745 -1.105
Sb 1.434 -1.639 -1.804
C 0.011 -1.483 -3.407
C 3.284 -2.004 -2.834
H 0.969 -2.286 4.956
H 0.949 -0.693 5.742
H 2.215 -1.037 4.570
H -1.498 -2.756 3.797
H -2.631 -1.596 3.023
H -2.243 -1.444 4.748
H 1.044 -2.852 2.243
H 1.475 -1.371 1.280
H -2.697 -3.792 1.778
H -4.168 -4.519 -0.048
H -3.231 -4.939 -2.297
H -0.876 -4.451 -2.778
H 1.360 -4.337 -1.968
H 1.713 -3.929 -0.259
H 0.119 -2.337 -4.078
H 0.203 -0.574 -3.976
H -0.992 -1.447 -2.972
H 3.084 -2.689 -3.655
H 4.010 -2.444 -2.153
H 3.677 -1.074 -3.234
N -1.599 -5.836 2.737
C -0.356 -5.346 2.506
N 0.589 -5.658 3.422
N 0.006 -4.523 1.569
C -0.496 -2.273 0.865
N -1.126 -1.385 0.207
H -1.723 -6.548 3.440
H -2.257 -5.871 1.976
H 0.428 -6.423 4.057
H 1.551 -5.456 3.215
C -1.457 1.767 -5.666
C -1.955 2.920 -4.790
N -0.869 3.799 -4.416
C -0.298 4.661 -5.445
C 1.016 4.124 -6.011
C -0.255 3.729 -3.235
O 0.783 4.277 -2.925
C -0.912 2.945 -2.105
C -2.035 3.439 -1.431
C -2.396 2.866 -0.218
C -1.655 1.809 0.282
N -0.563 1.338 -0.353
C -0.202 1.909 -1.515
H -2.246 1.030 -5.781
H -0.588 1.296 -5.205
H -1.175 2.122 -6.654
H -2.417 2.522 -3.883
H -2.706 3.498 -5.333
H -0.113 5.643 -4.998
H -1.041 4.762 -6.236
H 1.801 4.170 -5.262
H 1.307 4.743 -6.854
H 0.907 3.099 -6.356
H -2.598 4.270 -1.834
H -3.230 3.251 0.348
H -1.936 1.319 1.221
H 0.719 1.556 -1.987

2S+1 = 2
charge = +3
LUMO energy (alpha / beta) = -10.395 / -10.499 eV

---

A molecular structure, C37H39FI2N8O7Sc. Source: the OMol25 dataset; level of theory: ωB97M-V with the def2-TZVPD basis set.

Geometry (Å):
Sc -0.086 -0.151 -0.110
C -2.524 -3.018 -3.586
C -1.907 -2.077 -2.596
N -0.708 -1.633 -2.674
O 0.005 -2.148 -3.755
C -2.703 -1.648 -1.438
C -4.192 -1.783 -1.394
N -2.040 -1.113 -0.462
O -2.606 -0.629 0.594
H -1.765 -3.536 -4.164
H -3.162 -2.466 -4.281
H -3.159 -3.742 -3.076
H 0.859 -1.682 -3.706
H -4.638 -1.677 -2.383
H -4.586 -1.014 -0.730
H -4.513 -2.749 -0.993
I -1.784 4.357 1.815
C -0.115 3.295 2.455
C 0.633 3.774 3.545
C 1.747 3.112 3.986
I 2.793 3.891 5.613
C 2.170 1.919 3.338
C 3.298 1.151 3.701
C 3.597 0.018 3.000
C 2.773 -0.359 1.922
N 1.726 0.333 1.547
C 1.413 1.454 2.245
C 0.235 2.138 1.784
O -0.407 1.655 0.774
H 0.314 4.682 4.037
H 3.912 1.468 4.533
H 4.451 -0.592 3.257
H 2.990 -1.262 1.367
C -1.541 -2.293 3.368
C -0.829 -2.470 2.062
O -0.171 -1.556 1.558
N -0.872 -3.669 1.469
C -0.373 -3.857 0.108
C 1.104 -3.609 -0.091
C 2.025 -4.618 0.144
C 3.361 -4.399 -0.159
C 3.721 -3.181 -0.704
C 2.738 -2.217 -0.888
N 1.459 -2.409 -0.575
H -1.678 -1.228 3.531
H -0.937 -2.711 4.175
H -2.510 -2.788 3.361
H -1.435 -4.392 1.884
H -0.907 -3.187 -0.560
H -0.607 -4.883 -0.175
H 1.691 -5.569 0.538
H 4.099 -5.173 0.009
H 4.743 -2.966 -0.983
H 2.975 -1.246 -1.302
C 0.835 4.587 -6.364
C 0.120 3.250 -6.473
N -0.272 2.714 -5.168
C 0.558 1.841 -4.547
C 0.356 1.320 -3.311
C 1.399 0.423 -2.700
O 2.151 -0.213 -3.439
O 1.426 0.420 -1.423
C -0.857 1.616 -2.620
O -1.215 1.095 -1.562
C -1.721 2.620 -3.254
C -2.847 3.054 -2.548
C -3.634 4.021 -3.102
F -4.696 4.510 -2.420
C -3.356 4.573 -4.358
C -2.246 4.145 -5.055
C -1.404 3.162 -4.507
N -4.174 5.615 -4.909
C -3.981 6.928 -4.297
C -4.301 7.981 -5.367
N -5.220 7.337 -6.375
C -6.282 6.523 -5.695
C -5.598 5.314 -5.036
H 1.102 4.950 -7.357
H 1.750 4.487 -5.782
H 0.213 5.339 -5.878
H 0.770 2.508 -6.933
H -0.767 3.309 -7.104
H 1.442 1.554 -5.103
H -3.047 2.639 -1.568
H -2.049 4.589 -6.020
H -2.948 7.034 -3.975
H -4.616 7.066 -3.414
H -3.417 8.303 -5.914
H -4.816 8.852 -4.968
H -4.651 6.698 -6.935
H -5.628 8.038 -6.991
H -7.021 6.232 -6.438
H -6.753 7.186 -4.971
H -5.707 4.425 -5.656
H -6.088 5.125 -4.077

2S+1 = 1
charge = +1
LUMO energy = -3.140 eV

---

> What is the 2S+1 in the first record?

2